[1]
{
  "formula": "C24H22N3O2Pb",
  "method": "wB97M-V/def2-TZVPD",
  "elements": ["Pb", "C", "C", "O", "C", "C", "C", "N", "N", "C", "O", "C", "C", "C", "C", "C", "C", "H", "H", "H", "H", "H", "H", "H", "H", "H", "H", "H", "H", "C", "C", "C", "C", "C", "C", "N", "C", "C", "C", "C", "C", "C", "H", "H", "H", "H", "H", "H", "H", "H", "H", "H"],
  "coordinates": [[-0.14384, 0.68815, -0.01857], [-2.53362, 0.79553, -4.22220], [-1.87492, 0.23367, -2.97680], [-1.39476, 1.09430, -2.16638], [-2.00302, -1.12037, -2.75125], [-1.46602, -1.67255, -1.55923], [-2.35116, -2.47690, -0.65185], [-0.22115, -1.43163, -1.19293], [0.70310, -1.29292, -2.18133], [1.72561, -0.51915, -2.04121], [1.92581, 0.35095, -1.10286], [2.76210, -0.62486, -3.09005], [3.69928, 0.39743, -3.21664], [4.68957, 0.32413, -4.17711], [4.76002, -0.77419, -5.01864], [3.82892, -1.79442, -4.89706], [2.82942, -1.72013, -3.94638], [-1.83990, 1.48124, -4.70001], [-2.79626, 0.00163, -4.91452], [-3.43310, 1.34692, -3.94609], [-2.66104, -1.70587, -3.37668], [-3.25517, -2.76062, -1.18658], [-1.84539, -3.36529, -0.27934], [-2.64700, -1.87682, 0.20652], [3.61638, 1.24344, -2.54966], [5.41539, 1.12181, -4.26886], [5.53419, -0.83480, -5.77208], [3.88976, -2.66087, -5.54318], [2.08114, -2.49176, -3.84661], [1.48515, 3.92251, 4.00859], [1.29237, 2.76244, 4.74725], [0.50878, 1.73753, 4.26825], [-0.11083, 1.82407, 3.00594], [0.06520, 3.02410, 2.28983], [0.86282, 4.03969, 2.77423], [-0.75933, 0.78072, 2.41853], [-1.42838, -0.14906, 3.14810], [-1.50188, -1.46729, 2.66733], [-2.21361, -2.43727, 3.33788], [-2.88645, -2.13541, 4.51420], [-2.84608, -0.83313, 4.98906], [-2.13426, 0.14398, 4.33043], [2.10736, 4.72149, 4.39269], [1.76789, 2.65803, 5.71552], [0.38163, 0.83809, 4.85519], [-0.46286, 3.14765, 1.35108], [1.00424, 4.93766, 2.18269], [-0.94668, -1.69172, 1.76640], [-2.24219, -3.44962, 2.95031], [-3.42804, -2.90187, 5.05673], [-3.38655, -0.57848, 5.89131], [-2.12266, 1.14983, 4.72604]],
  "atomic_forces_ev_per_a": [[0.336, 0.432, -0.725], [0.106, -0.087, 0.156], [-0.396, 0.589, -0.162], [0.282, -0.171, -0.060], [0.227, -0.600, 0.016], [0.238, 0.117, -0.281], [0.169, 0.114, 0.038], [-0.441, -0.561, 1.309], [0.233, -0.105, -1.328], [-0.551, 0.156, 0.479], [-0.295, 0.066, 0.492], [0.344, 0.044, -0.302], [-0.212, -0.057, 0.156], [0.159, 0.043, -0.117], [0.091, 0.005, -0.084], [0.036, -0.143, -0.112], [-0.064, 0.088, 0.109], [0.047, 0.128, -0.078], [-0.065, -0.049, -0.129], [0.015, 0.078, 0.009], [-0.165, 0.045, -0.022], [-0.033, -0.004, -0.014], [0.066, -0.045, 0.061], [-0.142, 0.039, 0.160], [0.061, 0.012, 0.047], [0.012, 0.046, -0.012], [0.058, -0.007, -0.020], [-0.014, -0.009, -0.063], [-0.011, -0.074, 0.010], [0.135, 0.240, -0.053], [-0.004, 0.080, 0.151], [0.056, -0.069, 0.053], [0.148, 0.098, 0.144], [-0.204, -0.113, -0.110], [0.230, 0.220, 0.113], [-0.121, -0.009, -0.327], [-0.188, -0.180, 0.232], [0.124, 0.175, 0.035], [-0.122, -0.240, 0.044], [-0.139, -0.238, 0.077], [-0.084, -0.123, 0.141], [0.023, 0.080, 0.009], [-0.007, -0.004, -0.022], [0.014, -0.005, 0.028], [0.029, -0.055, -0.020], [0.008, 0.086, 0.059], [-0.055, 0.005, 0.023], [0.036, -0.190, -0.057], [0.031, 0.002, -0.031], [-0.007, 0.026, -0.064], [-0.023, 0.033, 0.092], [0.030, 0.091, -0.047]],
  "total_energy_ev": -39058.8614,
  "homo_lumo_gap_ha": 0.2566,
  "e_lumo_ev": 2.94,
  "homo_energy_ha": -0.14869,
  "charge": -1
}

[2]
{
  "formula": "C10H12BrLaNP",
  "method": "wB97M-V/def2-TZVPD",
  "elements": ["C", "C", "C", "C", "C", "La", "P", "H", "H", "H", "H", "H", "H", "H", "H", "Br", "C", "C", "C", "C", "N", "C", "H", "H", "H", "H"],
  "coordinates": [[0.50220, 3.07645, -0.53794], [-0.54382, 3.73146, -1.14456], [-1.94220, 3.34586, -1.16479], [-2.52237, 2.22163, -0.45580], [-1.83806, 1.31529, 0.32778], [0.25453, 0.82204, -0.09329], [2.91759, 1.15626, 0.94157], [1.53869, 3.46958, -0.63468], [-0.35500, 4.68532, -1.69600], [-2.64555, 4.01859, -1.69970], [-2.25571, 0.44591, 0.90252], [-3.63111, 2.12686, -0.55554], [2.93523, 0.88345, 2.38036], [3.45907, 2.50877, 0.77162], [3.90251, 0.23457, 0.34502], [2.67186, -4.58082, 0.90792], [1.11190, -3.59798, 0.48932], [-0.10916, -4.23378, 0.24972], [-1.25275, -3.48859, -0.05696], [-1.15481, -2.10533, -0.12281], [0.04689, -1.53225, 0.10505], [1.18537, -2.21295, 0.42075], [-0.15243, -5.31393, 0.30998], [-2.21799, -3.94354, -0.24472], [-1.98679, -1.42045, -0.34249], [2.08192, -1.61241, 0.59768]],
  "atomic_forces_ev_per_a": [[1.060, 0.962, 0.096], [-0.742, 0.668, -0.565], [-0.081, -0.662, 0.585], [-0.404, 1.113, -0.723], [-0.865, -0.099, 1.433], [-0.047, 1.303, -2.133], [1.117, 0.553, 0.865], [-0.612, 0.727, -0.214], [-0.206, -0.562, 0.226], [0.561, -0.599, 0.375], [-0.613, 0.837, -0.361], [0.719, 0.130, -0.092], [0.854, 0.281, -1.035], [-0.042, -1.377, 0.373], [-0.414, 0.993, 0.926], [-0.171, -0.008, -0.031], [0.080, 0.279, 0.041], [-0.111, 0.195, -0.043], [0.103, 0.070, -0.018], [1.453, -0.418, 0.352], [0.238, -3.165, 0.359], [-2.206, -0.284, -0.518], [-0.052, 0.044, -0.007], [0.184, -0.240, 0.058], [0.360, -0.349, 0.116], [-0.163, -0.394, -0.064]],
  "total_energy_ev": -92237.0391,
  "homo_lumo_gap_ha": [0.1512, 0.1512],
  "e_lumo_ev": [-0.81, -0.81],
  "homo_energy_ha": [-0.18106, -0.18102],
  "charge": 0
}

[3]
{
  "formula": "C2H3NO2S",
  "method": "wB97M-V/def2-TZVPD",
  "elements": ["C", "C", "N", "O", "O", "S", "H", "H", "H"],
  "coordinates": [[0.63982, -1.00324, 1.40108], [0.83122, 1.01615, 0.73172], [0.35835, -0.18404, 0.32831], [0.41966, -2.15349, 1.66778], [-0.89012, 0.67117, -2.06322], [1.31883, 0.49288, 2.28044], [-1.14306, 1.53263, -2.01047], [0.07656, -0.50761, -0.60700], [-1.61126, 0.13554, -1.72864]],
  "atomic_forces_ev_per_a": [[-0.471, -2.217, 1.772], [-0.314, 0.929, -1.085], [-0.064, -0.868, -1.306], [0.525, 1.979, -0.704], [1.242, -4.068, -0.442], [0.371, -0.519, 0.997], [-1.116, 3.844, 0.349], [0.165, 0.758, 0.518], [-0.339, 0.162, -0.100]],
  "total_energy_ev": -18540.3954,
  "homo_lumo_gap_ha": 0.3499,
  "e_lumo_ev": -0.19,
  "homo_energy_ha": -0.35680,
  "charge": 0
}

[4]
{
  "formula": "C5H7NO",
  "method": "wB97M-V/def2-TZVPD",
  "elements": ["C", "C", "C", "C", "N", "O", "C", "H", "H", "H", "H", "H", "H", "H"],
  "coordinates": [[-2.07830, 0.11447, -0.27194], [0.11525, 0.14703, 0.09876], [0.72153, -0.88321, -0.40521], [2.02734, -0.40368, 0.07047], [3.06241, -1.06127, -0.21512], [1.70968, 0.71553, 0.72285], [-0.95794, 0.97751, 0.45849], [-2.92120, 0.33363, 0.35352], [-2.22648, 0.45501, -1.30306], [-2.00189, -0.99436, -0.29632], [0.56155, -1.78868, -0.95493], [3.90314, -0.64197, 0.15474], [-1.04002, 1.04216, 1.55993], [-0.87507, 1.98781, 0.02780]],
  "atomic_forces_ev_per_a": [[-0.646, 0.672, 0.523], [3.457, 1.371, 1.426], [0.341, -0.170, -0.064], [0.365, -1.439, -0.828], [0.521, 0.327, 0.338], [-1.846, -0.559, -0.776], [-1.168, -0.736, -0.678], [-1.071, -0.052, -0.270], [-0.026, 0.037, 0.386], [0.587, 0.818, 0.316], [-0.595, 0.003, -0.126], [0.401, 0.260, 0.192], [-0.233, -0.113, -0.596], [-0.087, -0.420, 0.157]],
  "total_energy_ev": -8832.5438,
  "homo_lumo_gap_ha": 0.3859,
  "e_lumo_ev": 0.76,
  "homo_energy_ha": -0.35780,
  "charge": 0
}

[5]
{
  "formula": "C7H14",
  "method": "wB97M-V/def2-TZVPD",
  "elements": ["C", "C", "C", "C", "H", "H", "H", "H", "H", "H", "H", "H", "C", "C", "C", "H", "H", "H", "H", "H", "H"],
  "coordinates": [[-1.88941, 1.05984, -0.00782], [-1.65130, 0.07447, 0.83661], [-1.77321, -0.44366, 2.20194], [-1.23393, -1.31279, 1.06420], [-2.29771, 2.00960, 0.32602], [-1.69162, 0.95222, -1.07022], [-1.07217, -0.11807, 2.96859], [-2.77752, -0.64536, 2.56847], [-1.85553, -2.11872, 0.68107], [-0.17043, -1.53918, 1.07895], [1.78040, -0.72213, 1.66614], [1.54227, -0.42856, 2.30669], [2.53965, 0.05300, -0.81928], [1.37739, 0.61717, -1.13459], [0.68978, 0.44547, -2.45763], [3.05645, -0.60624, -1.51389], [3.02435, 0.23695, 0.13555], [0.88022, 1.26129, -0.40837], [0.75235, 1.36979, -3.04510], [1.14357, -0.36123, -3.04076], [-0.37359, 0.21614, -2.33658]],
  "atomic_forces_ev_per_a": [[-0.010, -0.121, 0.103], [-0.116, 0.117, -0.114], [-0.088, 0.104, 0.197], [0.073, -0.150, -0.182], [0.026, -0.127, 0.019], [-0.045, 0.048, 0.209], [-0.079, -0.042, -0.174], [0.166, -0.011, -0.031], [0.031, 0.142, 0.078], [-0.207, 0.079, -0.044], [-0.030, 0.057, 0.139], [0.049, -0.036, 0.017], [-0.086, 0.078, -0.054], [0.184, -0.062, 0.031], [-0.003, -0.052, -0.067], [-0.066, 0.090, 0.060], [-0.088, -0.020, -0.169], [0.120, -0.090, -0.129], [-0.031, -0.111, 0.077], [-0.002, 0.125, 0.060], [0.202, -0.019, -0.027]],
  "total_energy_ev": -7482.3748,
  "homo_lumo_gap_ha": 0.3954,
  "e_lumo_ev": 1.21,
  "homo_energy_ha": -0.35085,
  "smiles": "C=C1CC1.[H][H].C=CC",
  "charge": 0
}

[6]
{
  "formula": "C13H36F3O9S7",
  "method": "wB97M-V/def2-TZVPD",
  "elements": ["C", "F", "F", "F", "S", "O", "O", "O", "C", "S", "O", "C", "H", "H", "H", "H", "H", "H", "C", "S", "O", "C", "H", "H", "H", "H", "H", "H", "C", "S", "O", "C", "H", "H", "H", "H", "H", "H", "C", "S", "O", "C", "H", "H", "H", "H", "H", "H", "C", "S", "O", "C", "H", "H", "H", "H", "H", "H", "C", "S", "O", "C", "H", "H", "H", "H", "H", "H"],
  "coordinates": [[-0.99731, -0.57301, 0.48207], [0.24269, -0.71001, -0.02393], [-1.70131, -1.62401, 0.22507], [-0.91831, -0.55201, 1.77507], [-1.81131, 0.96599, -0.16293], [-3.18731, 0.71099, 0.17607], [-1.21731, 2.00699, 0.65207], [-1.42931, 0.96499, -1.50493], [2.92769, -2.11301, -2.80693], [1.66269, -3.21601, -3.53693], [2.26569, -4.62601, -3.40793], [0.52069, -2.86001, -2.25193], [3.71469, -2.34901, -3.46893], [3.32569, -2.38001, -1.80893], [2.74869, -1.07301, -2.81993], [0.19169, -1.80601, -2.21193], [0.91469, -3.05301, -1.29593], [-0.39531, -3.40901, -2.42093], [1.14869, 1.70399, 4.07107], [2.73369, 1.51299, 3.28207], [3.31569, 0.14799, 3.79807], [2.18769, 1.10699, 1.66807], [0.47869, 0.83499, 4.04507], [0.55869, 2.41599, 3.48207], [1.31069, 1.96599, 5.05607], [1.91869, 0.05099, 1.63507], [3.10169, 1.28499, 1.09207], [1.35269, 1.69499, 1.31807], [-4.19731, 0.08799, -3.38393], [-4.50631, -1.12301, -2.08193], [-5.90531, -1.67101, -2.33293], [-3.46431, -2.35501, -2.62293], [-4.76631, 0.94899, -3.18493], [-4.61231, -0.28601, -4.35093], [-3.20531, 0.42499, -3.47393], [-3.85031, -2.60201, -3.61093], [-3.52131, -3.24301, -1.92593], [-2.40431, -2.04401, -2.68593], [3.15569, -2.25701, 1.08107], [4.81169, -2.83201, 1.14707], [5.31869, -2.74501, -0.28393], [5.57569, -1.46601, 1.94507], [2.45369, -2.94501, 0.78207], [3.06069, -1.27301, 0.54007], [2.72269, -2.08201, 2.08507], [5.14769, -1.27901, 2.92407], [5.38269, -0.67301, 1.26507], [6.65169, -1.61401, 2.08207], [-5.36931, 2.12899, 3.27507], [-3.73031, 2.64799, 2.79607], [-3.54031, 4.02599, 3.42707], [-2.72231, 1.49999, 3.78607], [-6.13531, 2.83199, 2.93807], [-5.44831, 2.26699, 4.38007], [-5.44631, 1.08999, 2.90707], [-2.91331, 1.54099, 4.88007], [-1.75131, 1.95899, 3.66107], [-2.88831, 0.48399, 3.32407], [1.64469, 1.15499, -1.90293], [1.14569, 2.83999, -1.48893], [2.40169, 3.68799, -1.55993], [0.22669, 3.26799, -3.07093], [2.05269, 1.11599, -2.87693], [0.95769, 0.38199, -1.87293], [2.44869, 1.00299, -1.21893], [-0.01931, 4.29899, -3.11193], [-0.58231, 2.55999, -3.31593], [0.85669, 3.21699, -3.90493]],
  "atomic_forces_ev_per_a": [[-0.342, 2.041, -0.805], [0.448, -0.402, -0.015], [-1.011, -2.321, -1.471], [0.801, 0.480, 2.578], [-0.647, 0.219, 4.770], [-0.337, -0.147, -0.443], [0.401, -0.034, -0.066], [0.659, -0.096, -4.119], [0.495, -1.467, 0.292], [1.895, -0.744, 0.452], [-1.303, 2.060, 0.085], [-1.892, 0.476, -0.173], [1.313, 0.139, -0.750], [-0.711, -0.376, -0.359], [-0.688, 1.076, -0.333], [0.524, -0.226, -0.569], [0.607, -0.615, 1.168], [-0.174, -0.467, 0.096], [-1.388, -0.647, -2.187], [0.632, -2.817, 1.637], [-0.705, 2.363, -0.681], [0.436, -0.209, -0.727], [0.751, -0.415, -0.097], [0.409, 0.517, 0.369], [0.236, 0.881, 2.008], [0.029, 0.210, 0.242], [-0.382, -0.120, -0.424], [-0.164, 0.453, -0.139], [-1.200, -1.312, -1.230], [-2.335, 1.456, 1.089], [1.112, 0.451, -0.032], [1.701, -2.185, -0.442], [-0.929, 1.059, 0.720], [0.513, -0.131, 0.641], [1.507, -0.024, 0.079], [0.231, -0.475, -0.125], [-0.125, 1.024, -0.784], [-0.564, 0.073, 0.070], [-0.264, 3.246, 1.656], [0.848, -1.259, -1.487], [-0.400, -0.160, 0.980], [0.247, 0.017, 0.915], [-1.036, -1.986, -1.706], [0.284, -1.189, 0.227], [0.867, 0.300, 0.084], [-0.338, 0.153, 0.059], [0.047, 1.093, -0.369], [-0.249, -0.287, -0.392], [-0.006, -0.121, 1.360], [0.415, 1.949, 0.499], [-0.163, -1.281, -0.420], [-1.017, -0.336, 0.023], [0.321, -0.309, -0.790], [0.250, -0.712, -0.565], [-0.534, 0.499, 0.336], [-0.429, -0.086, -0.710], [0.432, -0.507, -0.434], [0.692, 1.011, 0.617], [1.096, 1.470, -0.256], [-0.335, 1.232, -1.229], [-0.718, -0.925, 0.023], [-0.222, -1.513, 0.753], [0.679, 0.410, -1.234], [-1.790, -0.952, 0.600], [0.590, -0.372, 0.604], [-0.836, 0.891, 0.826], [-0.016, 0.541, 0.737], [1.784, -0.569, -1.028]],
  "total_energy_ev": -116487.7825,
  "homo_lumo_gap_ha": 0.3185,
  "e_lumo_ev": 2.30,
  "homo_energy_ha": -0.23397,
  "charge": -1
}